Entry 1:
CH6NPS in the gas phase in a non-equilibrium geometry, computed with ωB97M-V/def2-TZVPD.

Results
Molecular weight in g mol⁻¹: 95.1
Max |F| in hartree/bohr: 0.116
DFT total energy in Ha: -835.9865
ΔE to the lowest compared entry with this formula, charge and spin in kcal per mole: 9.88
Frontier orbital gap in eV: 9.236
SMILES: C[P@H](N)=S

Each line ends with the Mulliken charge.
Positions of all 10 atoms, in Å:
1 C -0.8199 1.2019 0.2082  -0.80
2 P 0.5043 0.0610 -0.4491  0.33
3 N 0.1366 -1.4288 0.2231  -0.63
4 S 2.4798 0.1633 -0.2122  -0.43
5 H -0.6648 2.1917 0.3137  0.37
6 H -0.8963 0.6396 1.1979  0.24
7 H -1.8704 0.9987 -0.3030  0.29
8 H 0.1224 -0.3227 -1.7549  0.07
9 H 0.6385 -2.0578 -0.4109  0.29
10 H 0.3699 -1.4470 1.1874  0.27

***

Entry 2:
2 unconnected molecules or ions with the total composition CH6NS in a non-equilibrium geometry, computed with ωB97M-V/def2-TZVPD.

Results
Molecular weight in g mol⁻¹: 64.1
Max |F| in hartree/bohr: 0.060
DFT total energy in Ha: -494.6414
ΔE to the lowest compared entry with this formula, charge and spin in kcal per mole: 14.54
Net charge: -1
Frontier orbital gap in eV: 6.335

Each line ends with the Mulliken charge.
Positions of all 9 atoms, in Å:
1 N 0.1116 3.3994 -0.9038  -0.72
2 H 0.5099 2.7587 -1.5799  0.23
3 H 0.4051 2.9518 -0.0167  0.27
4 H -0.8976 3.4513 -0.8196  0.21
5 C -0.4356 -2.0693 -0.5127  -0.76
6 S 0.2073 -0.9064 0.8728  -0.78
7 H -1.4533 -1.6872 -0.7285  0.16
8 H 0.0232 -1.7132 -1.4835  0.15
9 H -0.3279 -3.1509 -0.4594  0.24

***

Entry 3:
2 unconnected molecules or ions with the total composition CH6NS, computed with ωB97M-V/def2-TZVPD.

Results
Molecular weight in g mol⁻¹: 64.1
Max |F| in hartree/bohr: 0.015
DFT total energy in Ha: -494.6594
ΔE to the lowest compared entry with this formula, charge and spin in kcal per mole: 3.21
Net charge: -1
Frontier orbital gap in eV: 7.083

Each line ends with the Mulliken charge.
Positions of all 9 atoms, in Å:
1 S 1.0957 -1.3347 1.8991  -0.88
2 H 1.4522 -0.4553 2.8497  -0.07
3 C -0.0333 0.3577 -1.1258  -0.67
4 N -1.1768 0.2884 -0.2230  -0.69
5 H 0.9102 0.5985 -0.6472  0.26
6 H 0.1815 -0.6403 -1.5236  0.24
7 H -0.2281 1.0080 -1.9850  0.27
8 H -0.9839 0.8322 0.6105  0.27
9 H -1.2176 -0.6545 0.1453  0.28

***

Entry 4:
A molecular structure, CH6Na6O6 in a non-equilibrium geometry, computed with ωB97M-V/def2-TZVPD.

Results
Molecular weight in g mol⁻¹: 252.0
Max |F| in hartree/bohr: 0.134
DFT total energy in Ha: -1465.5642
ΔE to the lowest compared entry with this formula, charge and spin in kcal per mole: 93.37
Net charge: +4
Frontier orbital gap in eV: 2.826

Each line ends with the Mulliken charge.
Positions of all 19 atoms, in Å:
1 Na -5.4959 15.9305 -5.9002  0.99
2 Na -8.0298 14.9172 2.4944  0.90
3 Na -11.2051 10.7538 -3.1937  0.99
4 Na -8.1154 19.8555 -0.3590  0.98
5 Na -13.0696 16.0812 -0.1635  0.96
6 Na -5.7814 11.5793 -1.9006  0.95
7 C -9.4533 15.2123 -2.9029  0.61
8 O -9.2083 15.7458 -1.8285  -0.82
9 O -10.5599 15.3416 -3.3916  -0.70
10 O -8.7297 14.2882 -3.3174  -0.86
11 O -12.0893 19.3079 -5.4452  -0.64
12 H -12.0833 18.4470 -5.0270  0.30
13 H -12.8740 19.3030 -5.9934  0.34
14 O -9.5326 13.3277 -8.0414  -0.61
15 H -9.3148 13.5481 -7.1357  0.30
16 H -10.3397 12.8172 -7.9766  0.31
17 O -14.7796 15.0631 -6.2352  -0.63
18 H -13.9761 15.3184 -5.7820  0.29
19 H -15.1803 15.8916 -6.4984  0.33

***

Entry 5:
2 unconnected molecules or ions with the total composition CH6O in a non-equilibrium geometry, computed with ωB97M-V/def2-TZVPD.

Results
Molecular weight in g mol⁻¹: 34.1
Max |F| in hartree/bohr: 0.054
DFT total energy in Ha: -116.9145
ΔE to the lowest compared entry with this formula, charge and spin in kcal per mole: 6.20
Frontier orbital gap in eV: 12.424
SMILES: C.O

Each line ends with the Mulliken charge.
Positions of all 8 atoms, in Å:
1 C 0.7199 0.2826 0.9187  -0.99
2 H -0.0115 0.2673 1.7446  0.25
3 H 0.3922 0.9095 0.0693  0.32
4 H 0.6254 -0.7393 0.3590  0.22
5 H 1.7852 0.3996 1.2022  0.25
6 O -1.0338 -0.2646 -1.7806  -0.65
7 H -1.9548 -0.3179 -1.5280  0.32
8 H -0.5225 -0.5372 -0.9851  0.29

***

Entry 6:
2 unconnected molecules or ions with the total composition CH6O2 in a non-equilibrium geometry, computed with ωB97M-V/def2-TZVPD.

Results
Molecular weight in g mol⁻¹: 50.1
Max |F| in hartree/bohr: 0.109
DFT total energy in Ha: -192.0350
ΔE to the lowest compared entry with this formula, charge and spin in kcal per mole: 77.32
Frontier orbital gap in eV: 11.284
SMILES: OO.C

Each line ends with the Mulliken charge.
Positions of all 9 atoms, in Å:
1 O -0.7453 -0.8609 1.0964  -0.27
2 O -2.0764 -1.2461 0.6210  -0.40
3 H -0.7656 -0.0017 0.6887  0.35
4 H -2.6330 -1.8567 1.0074  0.30
5 C 1.2144 0.8003 -0.6812  -1.07
6 H 0.8584 0.2315 -1.5677  0.28
7 H 0.5496 1.6384 -0.4081  0.26
8 H 2.2373 1.1790 -0.9152  0.28
9 H 1.3606 0.1164 0.1587  0.27

***

Entry 7:
3 unconnected molecules or ions with the total composition CH6O3 in a non-equilibrium geometry, computed with ωB97M-V/def2-TZVPD.

Results
Molecular weight in g mol⁻¹: 66.1
Max |F| in hartree/bohr: 0.093
DFT total energy in Ha: -267.3445
2S+1: 2
ΔE to the lowest compared entry with this formula, charge and spin in kcal per mole: 16.35
Net charge: -1
Frontier orbital gap (alpha / beta) in eV: 2.865 / 6.568

Each line ends with the Mulliken charge.
Positions of all 10 atoms, in Å:
1 O 1.7363 -0.6010 -0.3446  -0.73
2 C 1.9197 0.1463 0.6013  -0.64
3 H 2.8282 0.8118 0.6868  0.22
4 H 1.2280 0.1323 1.4664  0.27
5 H -1.0274 -0.5434 0.8490  0.31
6 H -1.0117 -1.4025 2.1051  0.34
7 O -0.9099 -0.4806 1.8077  -0.74
8 H -1.9021 1.0255 -1.8006  0.33
9 H -1.0167 0.2229 -2.6558  0.35
10 O -1.8443 0.6888 -2.7153  -0.70

***

Entry 8:
3 unconnected molecules or ions with the total composition CH6O3 in a non-equilibrium geometry, computed with ωB97M-V/def2-TZVPD.

Results
Molecular weight in g mol⁻¹: 66.1
Max |F| in hartree/bohr: 0.073
DFT total energy in Ha: -267.3717
ΔE to the lowest compared entry with this formula, charge and spin in kcal per mole: 9.81
Frontier orbital gap in eV: 11.100
SMILES: C=O.O.O

Each line ends with the Mulliken charge.
Positions of all 10 atoms, in Å:
1 C -1.7834 -0.9902 -0.3780  -0.02
2 O -0.6641 -0.8463 -0.8721  -0.40
3 H -2.1558 -1.9300 -0.0844  0.27
4 H -2.3076 -0.1304 -0.0285  0.15
5 O -0.9110 2.4944 0.0647  -0.64
6 H -1.0141 1.6360 -0.4376  0.34
7 H -0.0190 2.4220 0.3725  0.31
8 O 2.9100 -0.9456 1.0126  -0.64
9 H 2.8395 -0.1080 0.4789  0.32
10 H 2.6788 -1.5688 0.3261  0.32

***

Entry 9:
2 unconnected molecules or ions with the total composition CH6O3Si in a non-equilibrium geometry, computed with ωB97M-V/def2-TZVPD.

Results
Molecular weight in g mol⁻¹: 94.1
Max |F| in hartree/bohr: 0.093
DFT total energy in Ha: -556.8083
ΔE to the lowest compared entry with this formula, charge and spin in kcal per mole: 165.79
Frontier orbital gap in eV: 9.319

Each line ends with the Mulliken charge.
Positions of all 11 atoms, in Å:
1 C -1.6100 -0.6566 -0.3326  -1.07
2 O 2.2927 -1.2292 -0.3680  -0.29
3 O 0.1820 1.9717 0.2491  -0.42
4 O 1.7795 0.1460 -0.3765  -0.19
5 Si 0.4935 0.4561 0.6291  0.56
6 H -1.8858 -0.0140 -1.1366  0.31
7 H -1.7162 -1.7290 -0.5831  0.28
8 H -2.4075 -0.3160 0.4895  0.22
9 H 2.9820 -1.0966 -0.9861  0.32
10 H -0.6947 2.3807 0.3343  0.34
11 H 0.5843 0.0869 2.0811  -0.06

***

Entry 10:
A molecular structure, CH6O9P3 in a non-equilibrium geometry, computed with ωB97M-V/def2-TZVPD.

Results
Molecular weight in g mol⁻¹: 255.0
Max |F| in hartree/bohr: 0.099
DFT total energy in Ha: -1742.9522
Net charge: +1
Frontier orbital gap in eV: 11.819

Each line ends with the Mulliken charge.
Positions of all 19 atoms, in Å:
1 C -0.6542 0.3014 3.2882  -0.61
2 O 1.7467 -2.5296 -1.8382  -0.64
3 O 1.8639 0.0431 -1.0855  -0.77
4 O -0.1330 -0.8666 -2.1807  -0.23
5 O 0.3934 -1.5550 0.1303  -0.43
6 O -0.7947 0.6126 -0.3350  -0.27
7 O -0.0875 1.6409 -2.6336  -0.45
8 O -2.2826 0.2971 -2.2631  -0.41
9 O 1.4150 0.5464 1.2414  -0.44
10 O -0.7297 -0.4946 2.1163  -0.21
11 P 1.2638 -1.2384 -1.4232  0.98
12 P -0.7738 0.4750 -1.8391  1.03
13 P 0.1899 -0.3587 0.9558  1.40
14 H 0.2163 1.0173 3.3919  0.33
15 H -0.6357 -0.5411 4.0926  0.28
16 H -1.6431 0.7460 3.3949  0.29
17 H 0.8677 1.6979 -2.8079  0.40
18 H -2.3311 -0.4181 -2.8175  0.34
19 H 2.1086 0.6245 0.6125  0.42